Arrangement one

15
Properties=species:S:1:pos:R:3 method="wB97M-V/def2-TZVPD" homo_lumo_gap_ev=6.30 homo_energy_ev=-2.63 charge=-1
O 2.44925 2.40671 -1.41326
C 1.71068 1.50082 -0.96469
N 0.96696 0.48218 -1.45496
C 0.42425 -0.55872 -0.63580
C 0.36349 -0.41752 0.86988
C -0.84108 -1.10062 1.62973
S -2.42512 -1.00170 0.84283
H 1.35687 1.70019 0.22266
H 0.65732 0.55535 -2.37697
H 0.82833 -1.60936 -1.01301
H -0.57804 -0.75796 -0.99842
H 0.34698 0.51973 1.39299
H 1.35348 -0.95853 1.08415
H -0.94588 -0.48065 2.51543
H -0.52385 -2.11437 1.78389


Arrangement two

15
Properties=species:S:1:pos:R:3 method="wB97M-V/def2-TZVPD" homo_lumo_gap_ev=6.20 homo_energy_ev=-2.21 charge=-1
C -3.23699 0.68451 0.15057
C -0.24533 -0.17784 -0.68068
C 1.00802 -0.08585 -0.13342
C 1.61761 -1.25430 0.58113
N 1.71737 1.06250 -0.21203
O 3.05164 1.14187 0.05432
S -1.72910 0.46094 0.70242
H -3.60612 1.52470 -0.30472
H -3.77144 -0.09719 -0.21629
H -0.59245 0.63672 -1.28210
H -0.69935 -1.18281 -0.69643
H 1.06502 -1.33650 1.58939
H 2.69567 -1.13280 0.68163
H 1.50394 -2.13436 0.09959
H 1.22152 1.89042 -0.33340


Bottom line: arrangement one, by a margin of 301.2 kJ/mol.


Arrangement one

8
Properties=species:S:1:pos:R:3 method="wB97M-V/def2-TZVPD" homo_lumo_gap_ev=10.00 homo_energy_ev=-10.64
O 1.34552 -1.58855 -0.14611
C 1.35831 -0.48466 -0.45813
N 1.76541 0.63061 -0.74028
F 0.95777 1.77945 -0.80068
C -1.43531 -0.05762 0.56762
O -1.75448 -0.54133 -0.52696
H -1.32376 -0.67093 1.53748
H -0.91346 0.93302 0.56706


Arrangement two

8
Properties=species:S:1:pos:R:3 method="wB97M-V/def2-TZVPD" homo_lumo_gap_ev=8.34 homo_energy_ev=-9.45
C 1.24483 -0.57202 0.14425
C 2.05000 0.46682 0.27834
O 2.62239 1.49358 0.39536
H 1.65288 -1.51802 -0.05692
H 0.12033 -0.34715 0.25312
O -2.97083 -0.68551 0.10443
N -2.22349 0.15257 0.04378
F -2.49612 1.00973 -1.16236


Bottom line: arrangement two, by a margin of 17.1 kJ/mol.


Arrangement one

10
Properties=species:S:1:pos:R:3 method="wB97M-V/def2-TZVPD" homo_lumo_gap_ev="6.63 / 6.67" homo_energy_ev="-7.52 / -7.55"
C 0.25554 0.13793 -1.06219
C -1.11046 -0.23056 -1.41130
C 0.56529 0.33719 1.70406
S 1.74217 0.49376 -1.24592
Br 2.38143 0.91247 1.56788
Br 0.38579 -1.51944 2.33287
H -1.40661 0.02911 -2.49082
H -1.17777 -1.33887 -1.17578
H -1.77149 0.46740 -0.86064
H 0.13611 0.71100 2.64184


Arrangement two

10
Properties=species:S:1:pos:R:3 method="wB97M-V/def2-TZVPD" homo_lumo_gap_ev="7.15 / 7.75" homo_energy_ev="-8.62 / -8.50"
C -0.29161 1.45752 -0.19943
C 0.76074 -1.42628 -0.24888
C -0.91907 0.50580 0.51126
S 1.28881 1.95818 0.17451
Br 2.37738 -0.54815 -0.02366
Br -2.60185 -0.24938 -0.05690
H -0.43161 1.53045 -1.34857
H 0.44049 -1.99460 -1.11316
H 0.25455 -1.66548 0.71940
H -0.87785 0.43196 1.58543


Bottom line: arrangement two, by a margin of 46.9 kJ/mol.


Arrangement one

16
Properties=species:S:1:pos:R:3 method="wB97M-V/def2-TZVPD" homo_lumo_gap_ev=6.22 homo_energy_ev=-2.11 charge=-1
C 0.04873 3.15567 0.53942
S 1.32051 1.89180 0.82249
H 0.09093 3.92193 1.32858
H -0.97725 2.86980 0.29254
H 0.33079 3.69450 -0.38779
C 0.32513 -1.14766 -1.46306
C -0.70954 -1.39263 -0.32665
C -0.04646 -1.61786 1.01547
H 0.17789 -1.51371 -2.47319
H 0.79156 -0.16994 -1.29504
H 1.08561 -1.86921 -1.09715
H -1.46090 -0.56743 -0.31089
H -1.41202 -2.13328 -0.74309
H -0.64049 -2.26595 1.67904
H 0.18590 -0.69694 1.54222
H 0.88961 -2.15909 0.87709


Arrangement two

16
Properties=species:S:1:pos:R:3 method="wB97M-V/def2-TZVPD" homo_lumo_gap_ev=6.00 homo_energy_ev=-2.13 charge=-1
C 2.15384 0.26587 2.44569
S 2.74453 -0.53768 0.92287
H 2.44054 -0.33951 3.25948
H 2.47587 1.27870 2.62245
H 1.05601 0.36191 2.50127
C -0.43906 1.01242 -1.42800
C -0.87959 -0.07466 -0.49733
C -1.71977 -1.17643 -1.15633
H -1.18578 1.75999 -1.70737
H -0.00767 0.59196 -2.34740
H 0.45099 1.53813 -1.06525
H -1.36330 0.31158 0.40169
H 0.02105 -0.55606 -0.09734
H -1.67692 -2.09560 -0.57700
H -2.77718 -0.89735 -1.15427
H -1.29356 -1.44326 -2.12317


Bottom line: arrangement two, by a margin of 44.0 kJ/mol.


Arrangement one

16
Properties=species:S:1:pos:R:3 method="wB97M-V/def2-TZVPD" homo_lumo_gap_ev=9.80 homo_energy_ev=-9.15
C 0.64460 -2.26506 2.99515
C 1.06830 -1.32226 2.18820
O 0.36705 -0.15638 2.03166
H 1.21077 -3.23573 3.13005
H -0.36120 -2.25223 3.39969
H 2.10953 -1.29043 1.62133
H -0.57748 -0.13445 2.46123
O 1.27896 5.70236 0.13590
H 1.14737 6.62252 -0.21979
H 0.79307 5.49772 0.96118
O -0.25092 0.92323 -5.42988
H 0.24661 0.25898 -4.86973
H -1.00692 0.54688 -5.64485
O -2.45140 -3.54438 -0.65335
H -2.68591 -4.39248 -0.87583
H -2.70277 -3.49551 0.26197


Arrangement two

16
Properties=species:S:1:pos:R:3 method="wB97M-V/def2-TZVPD" homo_lumo_gap_ev=10.54 homo_energy_ev=-10.11
C -0.94732 -0.75718 1.40598
C -1.77564 -0.23567 0.26459
O -2.21648 0.89045 0.29130
H -1.22807 -1.80300 1.55440
H 0.11332 -0.71086 1.14966
H -0.97571 -0.25800 2.36781
H -1.87549 -0.89097 -0.60033
O 0.04918 1.11094 -1.85725
H -0.80698 1.22116 -1.41227
H -0.16035 0.78533 -2.72366
O 1.92286 -1.67914 -0.81819
H 2.47152 -1.65356 -1.59938
H 1.55564 -0.79787 -0.81932
O 1.08660 1.54905 1.26227
H 0.78107 1.89223 0.42857
H 2.00585 1.33711 1.10579


Bottom line: arrangement two, by a margin of 161.7 kJ/mol.